[1]
{
  "formula": "C3H9AsClO6ReSTe4",
  "method": "ωB97M-V/def2-TZVPD",
  "species": ["O", "H", "O", "Te", "C", "H", "Re", "Te", "C", "H", "Te", "H", "Cl", "C", "As", "H", "O", "S", "H", "H", "O", "Te", "O", "O", "H", "H"],
  "positions_angstrom": [[-1.4589, -1.1022, 1.0310], [0.4005, -0.9524, -3.0487], [-4.2313, 1.2441, 0.6026], [-0.7763, 4.0592, -1.6832], [0.0320, -0.3191, -2.2415], [-0.9605, -0.6522, -1.9431], [-1.5440, 1.0650, 1.3818], [-2.8637, 1.9328, -0.7074], [1.3403, -2.3053, -0.2845], [0.0107, 0.7201, -2.5624], [-0.3094, 5.0972, 0.6241], [0.3445, -2.7317, -0.2093], [-1.0865, -1.5118, 2.4660], [2.9592, 0.0589, -1.3657], [1.2249, -0.4650, -0.7633], [1.8622, -2.4008, 0.6619], [-1.9747, -2.4853, 2.9473], [0.8033, 1.0250, 0.7591], [3.6710, -0.0957, -0.5571], [1.9044, -2.7893, -1.0824], [0.2689, -1.8920, 2.5222], [-1.1050, 3.3088, 2.4890], [-3.3978, 0.7935, 1.6723], [-1.2863, -0.1759, 3.1566], [3.2426, -0.5388, -2.2310], [2.9297, 1.1128, -1.6343]],
  "forces_ev_per_a": [[0.41, -0.11, 0.47], [-0.01, 0.02, 0.00], [0.01, -0.17, 0.37], [0.09, 0.00, -0.31], [-0.12, -0.07, -0.13], [0.00, 0.04, 0.01], [-0.74, -0.49, 0.30], [0.23, 0.16, -0.06], [0.00, -0.13, 0.07], [-0.05, 0.02, -0.03], [0.12, 0.28, -0.06], [-0.01, -0.01, 0.03], [-0.55, 0.38, -0.15], [0.10, 0.02, -0.09], [-0.01, 0.31, 0.09], [0.03, -0.05, 0.02], [0.14, 0.36, -0.14], [0.08, -0.04, -0.12], [0.01, 0.02, -0.01], [-0.02, -0.03, 0.02], [-0.01, 0.02, -0.02], [-0.08, -0.20, 0.28], [0.16, 0.02, -0.32], [0.19, -0.35, -0.24], [0.01, -0.02, 0.02], [0.02, 0.00, 0.01]],
  "charge": 1,
  "spin_multiplicity": 4,
  "largest_force_ev_per_a": 0.9,
  "de_lowest_kcal_mol": 9.0,
  "mol_weight_g_mol": 980.15,
  "e_homo_ev": [-11.0, -11.6],
  "lumo_energy_ev": [-5.3, -6.0],
  "gap_ha": [0.207, 0.207]
}



[2]
{
  "formula": "C34H52BF24N5O11P",
  "method": "ωB97M-V/def2-TZVPD",
  "species": ["H", "N", "C", "H", "N", "C", "C", "O", "H", "C", "H", "F", "H", "H", "C", "N", "H", "F", "H", "F", "H", "C", "C", "H", "C", "H", "P", "C", "H", "C", "C", "O", "C", "C", "H", "O", "C", "H", "O", "C", "C", "B", "H", "O", "F", "H", "H", "H", "H", "H", "C", "O", "C", "F", "F", "C", "C", "H", "F", "F", "H", "F", "F", "F", "O", "C", "C", "H", "H", "H", "H", "H", "C", "F", "F", "H", "F", "H", "H", "H", "O", "F", "O", "F", "H", "H", "C", "C", "H", "F", "H", "F", "H", "H", "F", "H", "F", "H", "N", "H", "H", "H", "F", "O", "C", "O", "H", "C", "C", "C", "C", "F", "H", "H", "C", "H", "F", "C", "H", "H", "H", "C", "N", "H", "C", "F", "H", "H"],
  "positions_angstrom": [[-6.1336, -1.5255, -2.3602], [-2.2296, 1.7586, -2.6588], [-0.9480, 2.0315, -4.6083], [-1.0638, -3.1909, 5.6575], [0.1416, 1.1165, -6.5704], [3.3918, -3.1538, -6.9371], [-6.0671, -2.1864, -1.5066], [-2.2608, 2.0893, -3.9697], [-3.0965, 4.4589, -3.1989], [-3.2285, -0.4988, -2.9506], [-0.3442, -4.7054, 6.1045], [5.2851, 2.9834, 5.4592], [5.9331, -5.2633, -4.6569], [0.2792, 1.5622, -7.4658], [-6.8280, 7.9002, 0.5924], [-2.5176, 0.5795, -0.8693], [-1.5017, 2.4097, -6.6457], [0.0914, -3.6314, 9.3621], [-0.5530, -0.5970, -7.5558], [2.7755, -4.5987, 5.5726], [-2.9104, 3.6179, 2.5944], [4.8589, -5.4446, -4.6703], [2.8897, 1.5194, 7.6770], [-2.2201, 5.9564, -2.8436], [4.3465, 0.8420, 5.8041], [-1.9579, -1.7443, -6.2816], [-1.1016, 4.1645, -1.7998], [-2.6572, 0.6166, -2.1876], [-0.3297, -0.6114, -4.6985], [-4.6060, 5.1754, 1.4076], [-2.1181, 4.9161, -3.1291], [0.3402, 3.8774, -2.5248], [2.7838, 2.9599, 8.1879], [-0.0156, -1.1918, -5.5654], [-0.4571, 3.7117, 0.7914], [-1.1834, 0.3512, 2.4940], [-0.1327, -3.6414, 5.9991], [-6.4389, 8.5162, 1.3999], [0.0834, -3.0176, 7.2563], [0.8620, -3.3673, 4.8508], [0.1914, -0.3366, -6.8025], [-2.1590, 0.9409, 1.7499], [-0.7152, 2.8957, 2.2847], [1.2118, -1.8393, -5.2179], [2.6630, -3.9967, 3.4857], [7.0881, 0.5404, 6.7637], [-0.0315, -1.3197, 2.6224], [1.7235, -1.7076, 8.9499], [-5.9350, -1.5930, -0.6095], [-0.5548, 3.0394, -4.6276], [-2.0098, 1.7595, -0.5041], [-3.9996, -2.7763, -2.6917], [2.0584, -2.6839, 8.5932], [4.5968, -2.1312, -5.2450], [4.6248, -7.7498, -4.5861], [-3.0170, -1.8376, -2.2507], [5.3774, -7.1021, -6.6646], [1.9785, 3.4853, 7.6701], [3.2036, -6.6660, -5.8338], [3.9330, 3.6277, 7.9923], [2.4665, -2.7989, -6.4763], [4.9103, -8.2583, -7.1879], [1.6691, 0.9543, 7.8350], [3.1473, -4.3176, -7.5743], [4.1251, -4.2467, -4.9150], [4.4819, -3.3239, -5.8772], [-4.8747, -3.1021, -1.6533], [-2.7578, 5.6260, 0.3935], [-2.0228, -2.2209, -2.4464], [-1.4469, -2.6109, -4.8252], [-2.8225, -0.5762, -3.9543], [4.5509, -0.1123, 6.2890], [0.8592, -3.5734, 8.2564], [7.7601, 2.3637, 6.3352], [2.8074, -3.2740, 9.5478], [4.0581, 0.5939, 4.7839], [3.8070, -2.2543, -7.8665], [-1.6142, 4.8660, -4.0881], [1.1513, -0.5741, -7.2464], [4.5914, -5.6921, -3.6443], [-6.5185, 6.5369, 0.8610], [6.1972, 1.2658, 4.4735], [-3.4633, 0.6287, 1.9283], [2.8420, -2.4977, 7.5086], [-0.2496, 1.4102, -4.0630], [-1.8874, 0.7975, -6.0898], [-1.2226, 3.2323, 1.3857], [-5.2058, 6.2097, 0.4835], [0.7446, 4.7375, -2.7071], [1.2237, -4.8358, 7.9684], [1.1866, -1.9527, -4.2630], [0.1075, -3.2835, 3.7099], [-3.4097, 4.0250, 0.0735], [-3.5140, -0.3174, 2.1188], [3.7453, 0.7785, 8.4031], [-1.1258, -1.3364, 1.2471], [2.5257, 2.9377, 9.5137], [-0.7222, -3.0328, -6.3984], [-1.7853, 2.0262, 0.7774], [-6.9556, -2.7902, -1.3928], [-1.7773, 4.9529, 2.4708], [-5.1818, 5.8521, -0.5517], [5.3440, -6.1760, -7.6378], [-4.6684, -4.0523, -0.9138], [-2.3007, 4.1932, 1.8996], [3.1727, 1.4583, 6.3292], [-3.0967, -1.7254, -1.1750], [6.7263, 1.5702, 6.6961], [-1.1368, 1.5908, -6.0411], [4.5023, -6.7168, -5.4665], [-3.2444, 4.7682, 0.8502], [6.3095, 1.9751, 7.9076], [-4.5699, 5.5405, 2.4264], [-7.8986, 7.9997, 0.4767], [1.9316, -4.4211, 4.5470], [-4.5414, 7.0777, 0.5075], [1.4279, -2.1536, 5.0244], [5.6248, 1.6881, 5.6370], [6.4133, -7.2586, -6.3509], [0.3398, -0.2799, 1.2472], [-6.3741, 8.2328, -0.3383], [-1.1284, -2.2342, -5.7897], [-1.7726, 2.5686, -1.5999], [-4.2984, -0.3698, -3.0679], [-0.4565, -0.7181, 1.8397], [5.6860, -3.5899, -6.4131], [1.4692, -5.3774, 4.2874], [-5.2508, 4.3034, 1.3399]],
  "forces_ev_per_a": [[-0.26, 0.07, -0.14], [0.09, -0.14, -0.99], [0.09, 0.65, -0.50], [0.04, 0.06, -0.04], [0.00, 0.05, 0.06], [-0.41, 0.05, -0.25], [0.60, -0.20, -0.35], [0.15, 0.30, 0.60], [-0.24, 0.02, -0.05], [-0.02, -0.71, -0.55], [0.29, -0.10, 0.00], [0.04, 0.02, 0.13], [0.05, -0.01, -0.30], [0.30, 0.06, 0.02], [0.23, -0.37, -0.06], [-0.13, -0.15, -0.07], [-0.17, 0.26, -0.06], [0.02, 0.05, 0.07], [-0.23, -0.20, -0.06], [-0.06, 0.12, 0.32], [-0.03, -0.05, 0.31], [0.26, 0.28, 0.51], [0.23, -0.78, -0.63], [-0.11, 0.20, 0.03], [-0.35, -0.55, -0.15], [-0.36, -0.13, -0.15], [-0.06, 1.24, 1.18], [0.04, -0.44, 0.96], [0.05, 0.51, -0.07], [-0.18, -0.37, -0.97], [0.22, -0.49, 0.15], [-0.30, -0.32, -0.27], [-0.11, 0.26, 0.07], [-0.50, -0.69, 0.00], [-0.07, 0.00, -0.43], [-0.05, -0.43, -0.39], [-0.59, -0.16, 0.21], [-0.14, 0.25, 0.12], [0.71, 0.10, -0.24], [0.04, 0.41, 0.61], [-0.09, 0.50, -0.27], [0.00, -0.07, 0.41], [0.27, -0.27, 0.04], [-0.34, 0.40, 0.31], [-0.10, 0.06, -0.02], [-0.06, -0.02, -0.02], [0.18, -0.17, 0.16], [-0.11, -0.05, -0.01], [0.00, 0.10, 0.26], [0.22, 0.11, 0.25], [0.33, 0.82, 0.59], [-0.01, -0.07, 0.38], [0.29, 0.37, 0.21], [-0.06, 0.10, -0.02], [0.21, -0.05, 0.06], [-0.28, -0.09, 0.34], [0.20, -0.33, -0.07], [-0.04, -0.09, -0.01], [0.05, 0.04, -0.13], [0.19, -0.12, -0.05], [0.30, -0.07, 0.00], [-0.05, 0.00, 0.10], [-0.20, 0.06, 0.13], [0.20, -0.16, 0.04], [-0.19, -0.31, -0.68], [0.39, -0.26, 0.59], [0.22, -1.85, 1.47], [0.06, 0.17, -0.25], [0.16, -0.23, -0.17], [-0.15, -0.40, 0.08], [0.08, 0.31, -0.20], [0.13, 0.11, 0.24], [-0.59, -0.26, -0.33], [-0.05, 0.00, -0.10], [-0.12, -0.10, -0.02], [0.01, 0.07, -0.03], [0.08, 0.02, 0.12], [-0.01, -0.07, -0.19], [0.29, -0.03, 0.08], [-0.07, -0.04, -0.02], [0.00, 0.17, -0.16], [0.09, -0.20, 0.01], [0.02, -0.11, -0.76], [-0.05, -0.13, -0.20], [-0.13, -0.29, 0.19], [-0.22, -0.03, 0.04], [0.02, 0.33, 0.71], [0.22, 0.25, 0.26], [0.30, -0.13, 0.04], [0.17, 0.12, -0.15], [0.33, -0.26, -0.04], [-0.08, -0.27, -0.03], [-0.04, -0.08, -0.22], [-0.33, 0.17, 0.58], [0.14, 0.23, 0.04], [-0.02, -0.05, -0.21], [-0.03, -0.09, -0.03], [-0.19, -0.23, -0.17], [-0.07, -0.05, -0.35], [-0.24, -0.05, 0.02], [-0.12, 0.30, 0.10], [-0.08, -0.14, -0.17], [-0.11, 0.34, 0.07], [-0.21, 1.99, -1.74], [-0.15, -0.61, -0.41], [0.47, 0.64, 0.31], [0.06, 0.15, 0.19], [0.37, -0.10, -0.04], [0.14, -0.91, -0.13], [-0.52, 0.42, -0.07], [0.37, 0.23, 0.48], [-0.35, 0.03, 0.07], [0.05, 0.07, 0.21], [-0.21, 0.01, 0.26], [0.08, -0.17, -0.35], [-0.09, 0.35, 0.05], [0.14, -0.05, -0.02], [-0.52, 0.42, 0.07], [-0.01, 0.05, 0.05], [0.10, -0.12, -0.32], [0.11, 0.02, -0.23], [0.82, 0.65, 0.28], [-0.07, -0.30, -1.06], [-0.25, 0.31, 0.03], [0.07, 0.66, 0.48], [-0.13, -0.17, -0.13], [-0.05, 0.02, 0.03], [-0.18, -0.19, 0.52]],
  "charge": 1,
  "largest_force_ev_per_a": 2.7,
  "mol_weight_g_mol": 1204.55,
  "e_homo_ev": -11.8,
  "lumo_energy_ev": -2.8,
  "gap_ha": 0.331
}



[3]
{
  "formula": "C21H23N2",
  "method": "ωB97M-V/def2-TZVPD",
  "species": ["H", "C", "C", "H", "C", "C", "H", "H", "N", "C", "H", "C", "H", "C", "C", "H", "H", "C", "C", "H", "C", "H", "H", "H", "H", "H", "H", "H", "H", "H", "H", "H", "C", "C", "C", "H", "C", "H", "C", "C", "H", "C", "C", "C", "N", "C"],
  "positions_angstrom": [[0.8609, 0.7221, 5.1463], [3.6302, -0.6638, 3.6698], [-3.2915, -2.3583, 2.0362], [1.6147, 3.0734, 0.5589], [-1.6553, -2.4212, 4.0028], [-1.4354, -3.8432, 5.9303], [-1.1824, 2.3138, 1.2031], [-3.0328, -3.1151, 1.2784], [1.3696, 0.1790, 1.6090], [2.2632, -0.2944, 3.8015], [3.3839, 0.4752, 1.6551], [1.8848, 0.3288, 5.0360], [3.9867, -1.1304, 2.7394], [0.3973, -2.3754, 5.2831], [4.5380, -0.4645, 4.7125], [1.4102, -2.0190, 5.4239], [5.5940, -0.6947, 4.5483], [-0.0107, -1.1007, 3.0309], [0.6088, 1.2843, 1.2315], [3.4798, 1.7987, -0.1301], [2.6452, 0.1427, 0.9244], [-1.8247, -4.5836, 6.6315], [0.3800, 0.2757, 0.7973], [-0.2154, 2.6886, 2.6682], [-1.1181, 1.1302, 2.5284], [-4.0418, -2.7882, 2.7100], [0.4235, -3.6464, 7.0177], [4.7944, 0.1344, 6.7795], [-3.1395, -3.8852, 4.5721], [2.4564, 0.7344, -1.1405], [-3.7091, -1.4867, 1.5101], [-1.3285, -0.7275, 1.1953], [1.3314, 2.0618, 0.2017], [-0.5276, 1.8720, 1.9812], [-2.1836, -3.4258, 4.8090], [2.3972, 0.7507, 7.0826], [-1.1406, -1.1574, 2.1885], [0.6944, 2.2557, -0.6766], [-0.1568, -3.3126, 6.1584], [4.1069, 0.0244, 5.9457], [2.9074, -0.8660, 0.5421], [2.5560, 1.2029, -0.1554], [-0.3453, -1.9076, 4.2108], [2.7685, 0.3921, 6.1158], [-2.1044, -1.9429, 2.7615], [1.2082, -0.4401, 2.7787]],
  "forces_ev_per_a": [[0.52, -0.42, 0.00], [-0.57, -0.09, -0.23], [-0.36, -0.11, -0.42], [0.02, -0.54, 0.10], [1.06, -0.38, -0.26], [-0.15, 0.48, -0.58], [0.27, -0.07, 0.55], [-0.05, 0.17, 0.33], [6.08, -1.21, 4.71], [1.49, -0.31, 1.32], [0.26, -0.23, -0.14], [-0.28, -0.50, -0.56], [-0.21, 0.14, 0.67], [0.13, -0.26, 0.54], [-0.06, 0.11, 0.03], [-0.16, -0.21, 0.15], [-0.41, -0.04, 0.12], [-0.35, 0.56, 0.84], [-3.51, 0.09, -2.75], [-0.36, -0.22, -0.31], [1.16, 0.36, 0.30], [-0.01, 0.19, -0.40], [-4.26, 0.96, -3.72], [-0.20, -0.50, -0.20], [0.13, 0.35, 0.02], [0.27, 0.29, -0.12], [-0.15, 0.04, -0.24], [-0.03, -0.08, -0.19], [0.12, 0.09, 0.15], [0.01, 0.24, 0.15], [0.01, -0.33, 0.30], [0.12, -0.17, 0.63], [0.58, 1.11, -0.84], [-0.09, 0.73, 0.29], [0.08, -0.12, 0.68], [0.26, 0.00, -0.47], [-0.91, -1.01, 0.65], [0.24, -0.15, 0.30], [-0.09, 0.24, -0.31], [-0.30, -0.05, -0.13], [-0.35, 0.55, 0.42], [0.31, 0.40, -0.64], [-0.74, -0.25, -0.47], [-0.11, 0.24, -0.47], [1.11, 0.77, -0.56], [-0.51, -0.87, 0.75]],
  "charge": 1,
  "largest_force_ev_per_a": 7.8,
  "de_lowest_kcal_mol": 91.6,
  "mol_weight_g_mol": 303.43,
  "e_homo_ev": -10.5,
  "lumo_energy_ev": -4.3,
  "gap_ha": 0.227
}